Formula: C3H5NOS
Source: the Open Molecules 2025 dataset
Level of theory: ωB97M-V/def2-TZVPD

Geometry as ORCA input:
```
! wB97M-V def2-TZVPD RIJCOSX def2/J DEFGRID3
* xyz 0 1
C -0.04101 0.08444 1.25954
C 0.27187 -0.94662 0.45095
C -1.17556 0.82338 0.61821
N -0.59619 -0.97438 -0.66040
O -1.48805 0.03929 -0.50399
S 1.10423 -0.50428 -2.90474
H 0.31051 0.51722 2.27814
H 1.10663 -1.53567 0.64830
H -2.04133 0.98966 1.13227
H -1.01633 1.89363 0.36944
H 1.67150 -1.42175 -2.02482
*
```

Results
- LUMO (spin up / spin down) (Eh) = -0.0582 / -0.0192
- largest force on an atom (hartree/bohr) = 0.0649
- E_tot (eV) = -17559.7886
- relative energy (zero: lowest compared OMol25 entry of this formula, charge and spin) (kJ/mol) = 528.6


Formula: C6H12N
Source: the Open Molecules 2025 dataset
Level of theory: ωB97M-V/def2-TZVPD

Geometry as ORCA input:
```
! wB97M-V def2-TZVPD RIJCOSX def2/J DEFGRID3
* xyz 1 1
C 0.85567 0.47805 1.60827
C 0.51986 1.35168 2.46444
C 1.50588 -0.65741 1.04498
C 0.74446 0.04408 0.00963
C -1.46067 0.77061 -0.92385
C -0.53024 -1.33213 -1.72739
N -0.55675 -0.41575 -0.61755
H 0.18586 2.39893 2.21908
H 0.79518 1.39487 3.53352
H 2.66217 -0.51021 0.92462
H 1.42746 -1.66593 1.39186
H 1.19728 0.75659 -0.69394
H -0.74076 1.40785 -1.56079
H -2.33544 0.53259 -1.45290
H -1.82043 1.24859 -0.01992
H 0.05999 -2.29063 -1.52333
H -1.48622 -1.56444 -2.24187
H 0.06394 -0.96487 -2.60195
H -1.08725 -0.98247 0.16709
*
```

Results
- LUMO (Eh) = -0.1129
- largest force on an atom (hartree/bohr) = 0.0988
- E_tot (eV) = -7896.3500
- SMILES string = C=C1C[C@H]1[NH+](C)C
- relative energy (zero: lowest compared OMol25 entry of this formula, charge and spin) (kJ/mol) = 358.1